# C15H46N2O8

8 unconnected molecules or ions with the total composition C15H46N2O8 at a distorted geometry (ωB97M-V with the def2-TZVPD basis set, the Open Molecules 2025 dataset).

Summary:
LUMO energy, eV: 0.327
HOMO energy, eV: -9.331
ΔE to the lowest compared entry with this formula, charge and spin, kcal per mole: 29.3
SMILES: NC(N)=O.CCO.CCO.CCO.CCO.CCO.CCO.CCO
Kohn-Sham gap, eV: 9.66

The geometry in XYZ format:
```
71
C15H46N2O8, DFT ωB97M-V with the def2-TZVPD basis set
C 3.272 0.737 -2.727
O 2.160 0.635 -2.150
N 4.205 1.455 -2.195
N 3.662 0.313 -3.831
H 5.108 1.534 -2.641
H 4.001 1.837 -1.283
H 3.104 -0.284 -4.425
H 4.657 0.480 -3.877
C -2.807 -1.802 -1.224
C -2.218 -3.142 -0.739
O -3.156 -3.926 -0.026
H -1.966 -1.356 -1.754
H -3.127 -1.195 -0.376
H -3.644 -1.772 -1.922
H -1.458 -2.967 0.023
H -1.852 -3.641 -1.636
H -2.694 -4.756 0.111
C 2.367 -2.692 -0.817
C 2.450 -2.697 -2.345
O 1.359 -1.903 -2.978
H 3.188 -3.326 -0.481
H 1.405 -3.145 -0.579
H 2.483 -1.688 -0.408
H 2.371 -3.728 -2.690
H 3.306 -2.222 -2.825
H 1.453 -0.983 -2.719
C 1.116 3.777 -0.892
C 1.275 5.303 -0.839
O 1.504 5.796 0.467
H 0.391 3.598 -0.099
H 2.022 3.246 -0.599
H 0.904 3.508 -1.927
H 0.313 5.794 -0.982
H 1.952 5.566 -1.652
H 0.718 5.887 1.011
C -2.512 1.361 4.195
C -3.236 0.326 3.285
O -3.506 0.946 2.038
H -3.158 2.122 4.631
H -1.794 1.838 3.527
H -1.970 0.781 4.942
H -4.119 0.003 3.836
H -2.594 -0.507 2.999
H -2.665 0.984 1.576
C -4.052 2.368 -1.206
C -2.809 3.161 -1.735
O -2.344 3.910 -0.680
H -4.436 1.575 -1.847
H -4.880 3.055 -1.032
H -3.827 1.852 -0.273
H -3.028 3.802 -2.589
H -1.972 2.519 -2.008
H -3.031 4.015 -0.017
C -0.013 -0.419 1.699
C 0.074 0.638 0.594
O -1.224 1.347 0.619
H 0.944 -0.863 1.971
H -0.726 -1.216 1.487
H -0.374 0.014 2.632
H 0.394 0.300 -0.391
H 0.795 1.393 0.909
H -1.336 2.132 0.077
C 1.393 -4.736 2.149
C 2.457 -3.910 2.971
O 3.701 -4.171 2.340
H 1.407 -4.355 1.128
H 0.399 -4.599 2.576
H 1.438 -5.825 2.145
H 2.535 -4.180 4.024
H 2.290 -2.837 2.879
H 3.954 -5.066 2.577
```

# C39H26Cl2F12I2N3O3SY

A molecular structure, C39H26Cl2F12I2N3O3SY at a distorted geometry (ωB97M-V with the def2-TZVPD basis set, the Open Molecules 2025 dataset).

Summary:
LUMO energy, eV: 3.414
HOMO energy, eV: -1.705
ΔE to the lowest compared entry with this formula, charge and spin, kcal per mole: 45.1
Charge: -2
Kohn-Sham gap, eV: 5.12

The geometry in XYZ format:
```
89
C39H26Cl2F12I2N3O3SY, DFT ωB97M-V with the def2-TZVPD basis set
Y 0.082 -0.036 -0.154
I -4.311 -6.572 -3.045
C -3.074 -5.070 -2.191
C -1.986 -5.448 -1.430
C -1.216 -4.459 -0.869
I 0.400 -4.992 0.383
C -1.448 -3.069 -1.036
O -0.686 -2.208 -0.496
C -2.616 -2.751 -1.799
C -2.985 -1.300 -1.967
N -2.653 -0.549 -0.773
C -3.484 -0.862 0.362
C -2.996 -0.165 1.601
C -3.866 0.012 2.676
C -3.413 0.666 3.805
C -2.108 1.135 3.819
C -1.307 0.900 2.714
N -1.732 0.247 1.638
C -3.397 -3.736 -2.363
H -1.742 -6.486 -1.262
H -4.062 -1.232 -2.227
H -2.421 -0.876 -2.806
H -2.665 0.460 -0.935
H -3.444 -1.949 0.537
H -4.546 -0.590 0.197
H -4.882 -0.352 2.614
H -4.066 0.813 4.655
H -1.719 1.667 4.673
H -0.277 1.238 2.683
H -4.269 -3.452 -2.939
C 6.639 1.279 -2.467
C 5.145 1.295 -2.311
C 4.300 1.325 -3.410
C 2.939 1.272 -3.242
C 2.329 1.149 -1.975
N 0.981 1.020 -1.834
C 0.164 0.793 -2.924
C 0.469 -0.189 -3.888
C -0.343 -0.403 -4.976
C -1.499 0.345 -5.165
C -2.375 0.102 -6.364
C -1.850 1.278 -4.195
C -1.056 1.506 -3.084
C -1.487 2.446 -1.952
O -1.412 1.900 -0.736
C -2.967 2.954 -2.106
F -3.288 3.724 -3.174
F -3.340 3.685 -1.045
F -3.856 1.936 -2.147
C -0.652 3.756 -2.144
F 0.663 3.609 -2.048
F -0.991 4.749 -1.304
F -0.854 4.278 -3.387
C 3.197 1.264 -0.849
C 4.569 1.324 -1.048
C 2.638 1.471 0.568
O 1.568 0.751 0.974
C 3.705 1.215 1.675
F 3.120 1.170 2.885
F 4.679 2.150 1.806
F 4.342 0.050 1.540
C 2.230 2.981 0.685
F 0.918 3.107 0.476
F 2.441 3.520 1.914
F 2.864 3.814 -0.156
H 6.910 0.954 -3.470
H 7.087 0.591 -1.751
H 7.063 2.271 -2.297
H 4.719 1.382 -4.409
H 2.303 1.321 -4.113
H 1.351 -0.797 -3.733
H -0.088 -1.169 -5.698
H -1.804 -0.395 -7.148
H -2.770 1.040 -6.756
H -3.215 -0.544 -6.094
H -2.771 1.827 -4.329
H 5.249 1.396 -0.213
Cl 0.636 -1.641 2.160
C 2.204 -2.370 1.993
C 2.766 -2.945 3.117
C 3.987 -3.593 3.045
C 4.649 -3.650 1.828
C 4.085 -3.058 0.722
Cl 4.938 -3.149 -0.765
C 2.840 -2.391 0.734
S 2.208 -1.743 -0.720
H 2.232 -2.895 4.053
H 4.416 -4.059 3.919
H 5.599 -4.157 1.733
```

# C18H48FFeO6

A molecular structure, C18H48FFeO6 at a distorted geometry (ωB97M-V with the def2-TZVPD basis set, the Open Molecules 2025 dataset).

Summary:
LUMO energy (alpha / beta), eV: -8.332 / -11.440
Multiplicity: 6
HOMO energy (alpha / beta), eV: -14.694 / -14.512
ΔE to the lowest compared entry with this formula, charge and spin, kcal per mole: 25.7
Charge: +2
Kohn-Sham gap (alpha / beta), eV: 6.36 / 3.07

The geometry in XYZ format:
```
74
C18H48FFeO6, DFT ωB97M-V with the def2-TZVPD basis set
Fe -1.131 -2.639 -6.941
F -2.381 -1.054 -6.678
C 2.026 -1.680 -9.474
C 1.523 -1.323 -8.103
C 1.838 0.079 -7.647
O 0.031 -1.456 -8.115
H 1.864 -2.720 -9.740
H 3.090 -1.435 -9.530
H 1.584 -0.973 -10.178
H 1.859 -2.068 -7.376
H 1.217 0.348 -6.789
H 1.771 0.848 -8.412
H 2.848 0.090 -7.227
H -0.239 -0.763 -8.785
C -4.746 -3.727 -5.238
C -3.323 -3.638 -4.695
C -2.964 -4.658 -3.612
O -2.436 -3.957 -5.822
H -4.938 -4.761 -5.537
H -4.916 -3.089 -6.104
H -5.423 -3.464 -4.425
H -3.161 -2.611 -4.370
H -1.882 -4.723 -3.514
H -3.378 -5.644 -3.839
H -3.405 -4.414 -2.644
H -2.569 -4.895 -6.014
C -1.229 2.359 -9.092
C -1.904 1.108 -9.670
C -2.892 1.332 -10.808
O -0.890 0.141 -10.093
H -0.652 2.071 -8.219
H -2.045 3.038 -8.831
H -0.625 2.811 -9.877
H -2.413 0.546 -8.878
H -3.254 0.372 -11.162
H -2.386 1.933 -11.568
H -3.718 1.923 -10.411
H -0.576 0.507 -10.934
C -6.066 0.530 -8.731
C -5.844 -0.861 -8.153
C -6.782 -1.898 -8.747
O -4.488 -1.230 -8.478
H -6.157 0.489 -9.817
H -5.206 1.167 -8.502
H -6.929 1.022 -8.280
H -5.986 -0.758 -7.071
H -6.510 -2.893 -8.386
H -6.666 -1.906 -9.831
H -7.824 -1.726 -8.485
H -3.913 -1.049 -7.715
C -3.913 -4.274 -10.202
C -2.499 -3.882 -9.784
C -1.832 -3.013 -10.853
O -2.572 -3.098 -8.572
H -4.462 -4.652 -9.340
H -3.844 -4.970 -11.035
H -4.426 -3.382 -10.568
H -1.879 -4.762 -9.606
H -1.911 -3.450 -11.848
H -0.795 -2.790 -10.596
H -2.297 -2.026 -10.899
H -3.419 -2.592 -8.578
C -3.913 3.236 -5.083
C -3.083 2.144 -5.746
C -1.587 2.260 -5.463
O -3.427 0.889 -5.189
H -3.486 3.376 -4.089
H -4.947 2.929 -4.926
H -3.892 4.168 -5.641
H -3.267 1.990 -6.827
H -1.376 2.359 -4.399
H -1.162 3.159 -5.914
H -1.015 1.417 -5.859
H -2.879 0.155 -5.614
```

# C22H31B2F4I2N3O12P

2 unconnected molecules or ions with the total composition C22H31B2F4I2N3O12P at a distorted geometry (ωB97M-V with the def2-TZVPD basis set, the Open Molecules 2025 dataset).

Summary:
LUMO energy, eV: -3.806
HOMO energy, eV: -11.049
ΔE to the lowest compared entry with this formula, charge and spin, kcal per mole: 0.0
Charge: +1
Kohn-Sham gap, eV: 7.24

The geometry in XYZ format:
```
77
C22H31B2F4I2N3O12P, DFT ωB97M-V with the def2-TZVPD basis set
C -5.052 -0.936 1.386
C -3.713 -0.759 2.240
B -2.571 -0.125 1.249
O -3.106 0.944 0.469
C -1.035 -0.642 1.232
N -1.112 -1.914 0.416
C -2.132 -1.995 -0.329
O -2.706 -2.023 -1.342
O -0.781 -1.197 2.542
C 0.060 -0.563 3.472
I -1.503 0.063 4.959
C 1.128 0.514 3.071
B 1.317 1.547 4.371
O 1.777 2.878 4.297
O 1.333 1.108 5.734
C 2.693 0.101 3.180
I 3.290 -2.008 2.934
C 3.723 1.173 2.582
C 4.653 0.748 1.385
N 0.666 1.210 1.827
C -0.296 2.371 2.073
O 0.269 3.652 2.050
C 0.652 4.199 0.836
C -0.181 5.351 0.118
O 1.693 3.891 0.283
C 0.113 0.336 0.689
C 1.325 -0.707 0.374
P 1.709 -1.693 -1.089
O 0.788 -2.793 -1.539
O 2.120 -0.889 -2.519
O 3.150 -2.530 -0.730
C -0.068 1.015 -0.700
F -0.479 0.052 -1.662
F 1.248 1.394 -1.101
C -0.955 2.204 -1.205
F -0.220 2.980 -2.147
F -2.075 1.829 -1.986
H -4.864 -0.969 0.269
H -5.793 -0.093 1.569
H -5.563 -1.882 1.740
H -3.357 -1.691 2.758
H -3.927 0.059 3.004
H -3.507 1.631 1.042
H 0.593 -1.376 4.066
H 2.739 2.891 4.491
H 1.425 0.130 5.730
H 3.030 0.064 4.273
H 4.443 1.533 3.392
H 3.224 2.151 2.265
H 4.093 0.933 0.409
H 5.500 1.511 1.344
H 5.151 -0.252 1.440
H 1.446 1.708 1.333
H -0.893 2.275 3.042
H -1.188 2.365 1.384
H 0.215 5.509 -0.928
H -0.122 6.331 0.667
H -1.279 5.056 0.058
H 1.243 -1.487 1.180
H 2.272 -0.103 0.576
H 2.636 -1.557 -3.023
H 3.776 -1.912 -0.294
H -1.377 2.980 -0.527
C -0.970 -1.598 -4.589
C -0.405 -2.781 -4.123
C -0.516 -3.945 -4.874
C -1.190 -3.911 -6.089
C -1.763 -2.736 -6.557
C -1.652 -1.576 -5.802
N -1.287 -5.133 -6.895
O -0.788 -6.151 -6.445
O -1.856 -5.060 -7.971
H -0.879 -0.688 -4.006
H 0.128 -2.795 -3.169
H -0.073 -4.861 -4.502
H -2.293 -2.707 -7.502
H -2.093 -0.652 -6.159
```

# CH5PS

A single CH5PS molecule at a distorted geometry (ωB97M-V with the def2-TZVPD basis set, the Open Molecules 2025 dataset).

Summary:
LUMO energy, eV: 0.974
HOMO energy, eV: -8.743
ΔE to the lowest compared entry with this formula, charge and spin, kcal per mole: 18.1
SMILES: CSP
Kohn-Sham gap, eV: 9.72

The geometry in XYZ format:
```
8
CH5PS, DFT ωB97M-V with the def2-TZVPD basis set
C -1.107 -0.514 0.339
P 1.893 0.336 0.012
S 0.599 -1.277 0.202
H -1.771 -1.186 -0.174
H 0.905 1.453 -0.047
H -1.199 -0.220 1.349
H 1.847 0.456 -1.272
H -1.082 0.489 -0.162
```

# C2HMnO2

A molecular structure, C2HMnO2 at a distorted geometry (ωB97M-V with the def2-TZVPD basis set, the Open Molecules 2025 dataset).

Summary:
LUMO energy (alpha / beta), eV: -5.099 / -6.559
Multiplicity: 6
HOMO energy (alpha / beta), eV: -13.826 / -12.145
ΔE to the lowest compared entry with this formula, charge and spin, kcal per mole: 37.9
Charge: +1
Kohn-Sham gap (alpha / beta), eV: 8.73 / 5.59

The geometry in XYZ format:
```
6
C2HMnO2, DFT ωB97M-V with the def2-TZVPD basis set
O -3.135 -1.837 -0.882
C -2.194 -1.267 -0.688
O 1.396 0.619 -0.191
C 2.160 1.403 0.461
Mn -0.286 -0.078 -0.266
H 2.060 1.161 1.565
```

# H3NO2S2

A molecular structure, H3NO2S2 at a distorted geometry (ωB97M-V with the def2-TZVPD basis set, the Open Molecules 2025 dataset).

Summary:
LUMO energy (alpha / beta), eV: -1.276 / -1.336
HOMO energy (alpha / beta), eV: -8.648 / -9.144
ΔE to the lowest compared entry with this formula, charge and spin, kcal per mole: 33.5
Kohn-Sham gap (alpha / beta), eV: 7.37 / 7.81

The geometry in XYZ format:
```
8
H3NO2S2, DFT ωB97M-V with the def2-TZVPD basis set
N 0.182 -0.696 1.001
O -1.251 0.719 -0.518
O 1.105 0.165 0.532
S 0.384 0.661 -2.835
S 0.076 1.377 -1.111
H 0.075 -0.573 2.007
H 0.434 -1.653 0.752
H -1.005 0.001 0.171
```

# C11H17NO4Si

A single C11H17NO4Si molecule at a distorted geometry (ωB97M-V with the def2-TZVPD basis set, the Open Molecules 2025 dataset).

Summary:
LUMO energy, eV: 0.914
HOMO energy, eV: -8.011
SMILES: Cc1ccc([Si]23OCCN(CCO2)CCO3)o1
Kohn-Sham gap, eV: 8.92

The geometry in XYZ format:
```
34
C11H17NO4Si, DFT ωB97M-V with the def2-TZVPD basis set
O -2.642 0.747 1.197
O -0.058 -1.050 0.823
O -0.513 -0.215 -1.720
O 1.351 1.150 -0.212
C -2.352 2.980 1.804
C -1.215 2.532 1.088
C -3.227 1.892 1.767
C -1.453 1.259 0.728
N 2.056 -1.558 -1.187
C -4.501 1.840 2.559
C 1.150 -1.609 1.216
C -0.256 -1.602 -2.226
C 2.356 0.946 -1.226
C 1.849 -2.350 0.024
C 1.178 -1.906 -2.453
C 3.033 -0.398 -1.163
Si -0.061 0.261 -0.198
H -2.568 3.971 2.123
H -0.350 3.160 0.896
H -4.488 1.951 3.632
H -5.232 2.455 2.127
H -4.876 0.808 2.339
H 1.012 -2.218 2.131
H 1.830 -0.769 1.500
H -0.530 -2.167 -1.295
H -0.929 -1.956 -2.953
H 3.096 1.809 -1.207
H 1.864 1.179 -2.256
H 1.309 -3.258 -0.145
H 2.821 -2.668 0.359
H 1.640 -1.308 -3.307
H 1.356 -2.929 -2.687
H 3.611 -0.427 -0.189
H 3.738 -0.552 -1.891
```

# C31H65O33S2Si2

A molecular structure, C31H65O33S2Si2 at a distorted geometry (ωB97M-V with the def2-TZVPD basis set, the Open Molecules 2025 dataset).

Summary:
LUMO energy, eV: 1.334
HOMO energy, eV: -4.713
Charge: -1
Kohn-Sham gap, eV: 6.05

The geometry in XYZ format:
```
133
C31H65O33S2Si2, DFT ωB97M-V with the def2-TZVPD basis set
O 9.289 -1.268 -1.006
C 8.327 -2.033 -1.582
O 7.979 -3.366 -1.051
Si 7.422 -1.210 -3.118
O 7.262 0.495 -2.725
Si 5.739 0.861 -1.928
S 4.170 1.310 -3.403
C 5.189 -0.407 -0.589
C 3.805 -1.237 -0.961
C 4.076 -2.710 -1.647
S 3.161 -2.836 -3.313
O 3.712 -1.830 -4.378
O 3.382 -4.259 -3.931
O 1.482 -2.439 -3.141
H 8.308 -1.484 -4.266
H 6.130 -1.879 -3.392
H 5.950 2.149 -1.218
H 3.799 2.683 -3.233
H 6.034 -1.164 -0.247
H 4.922 0.215 0.394
H 3.019 -0.599 -1.563
H 3.287 -1.463 0.091
H 5.202 -3.020 -1.713
H 3.552 -3.532 -0.959
H 1.404 -1.434 -2.978
C 3.381 -1.702 -11.471
O 3.687 -2.693 -10.492
C 3.300 -2.371 -9.232
O 2.736 -1.342 -8.896
O 3.649 -3.393 -8.411
C 3.302 -3.192 -7.042
H 3.734 -2.064 -12.441
H 2.300 -1.544 -11.536
H 3.898 -0.764 -11.245
H 2.217 -3.093 -6.930
H 3.815 -2.313 -6.639
H 3.628 -4.070 -6.478
C 0.766 5.594 0.162
O 1.386 6.630 -0.598
C 2.407 6.208 -1.386
O 2.811 5.060 -1.484
O 2.901 7.286 -2.047
C 3.989 6.991 -2.921
H -0.036 6.044 0.755
H 0.324 4.841 -0.499
H 1.485 5.135 0.848
H 3.676 6.294 -3.705
H 4.837 6.587 -2.358
H 4.304 7.924 -3.396
C -0.870 0.357 3.399
O -0.014 1.290 2.743
C 0.966 1.799 3.532
O 1.155 1.526 4.707
O 1.698 2.665 2.787
C 2.774 3.281 3.492
H -1.615 0.015 2.675
H -0.301 -0.512 3.744
H -1.395 0.834 4.233
H 3.489 2.529 3.841
H 2.395 3.876 4.330
H 3.291 3.952 2.801
C 0.062 -4.817 -1.886
O 0.367 -5.808 -0.908
C -0.019 -5.486 0.353
O -0.583 -4.457 0.689
O 0.330 -6.509 1.174
C -0.018 -6.307 2.542
H 0.415 -5.179 -2.856
H -1.020 -4.659 -1.951
H 0.579 -3.879 -1.660
H -1.102 -6.208 2.655
H 0.496 -5.428 2.946
H 0.308 -7.185 3.107
C 8.197 6.179 -7.268
O 7.617 4.910 -7.565
C 6.582 4.567 -6.757
O 6.136 5.238 -5.839
O 6.129 3.349 -7.147
C 5.031 2.858 -6.380
H 9.014 6.350 -7.975
H 7.460 6.979 -7.393
H 8.611 6.187 -6.255
H 4.168 3.525 -6.470
H 5.319 2.733 -5.331
H 4.752 1.879 -6.779
C -6.754 -4.890 3.456
O -6.134 -3.855 2.696
C -5.113 -4.276 1.908
O -4.709 -5.424 1.810
O -4.619 -3.198 1.247
C -3.531 -3.493 0.374
H -7.555 -4.440 4.049
H -7.195 -5.643 2.795
H -6.034 -5.349 4.142
H -3.843 -4.190 -0.411
H -2.682 -3.897 0.936
H -3.216 -2.560 -0.101
C -5.358 -1.002 3.202
O -5.906 0.149 2.563
C -7.160 0.471 2.970
O -7.818 -0.128 3.806
O -7.554 1.575 2.287
C -8.864 2.032 2.616
H -4.355 -1.167 2.800
H -5.275 -0.841 4.282
H -5.965 -1.888 2.988
H -8.921 2.314 3.672
H -9.611 1.267 2.378
H -9.075 2.918 2.011
C -5.856 8.140 5.144
O -5.375 6.882 4.675
C -6.218 5.843 4.898
O -7.308 5.908 5.446
O -5.640 4.718 4.406
C -6.420 3.536 4.572
H -5.103 8.898 4.913
H -6.786 8.412 4.634
H -6.001 8.117 6.229
H -7.372 3.624 4.038
H -6.588 3.330 5.634
H -5.862 2.699 4.143
C -3.514 -5.696 8.301
O -4.062 -4.545 7.661
C -5.315 -4.223 8.069
O -5.974 -4.822 8.904
O -5.709 -3.119 7.386
C -7.020 -2.662 7.714
H -2.511 -5.861 7.899
H -3.430 -5.535 9.380
H -4.120 -6.582 8.086
H -7.076 -2.379 8.771
H -7.766 -3.427 7.476
H -7.230 -1.776 7.110
```

Let's list M in order: 382.54; 1258.32; 435.42; 911.90; 80.09; 111.97; 113.16; 255.35; 1086.13 g mol⁻¹.
Let's list E_tot in order: -1310.4093; -5042.8152; -2528.9878; -3309.6043; -780.5937; -1377.8728; -1003.2931; -1074.5965; -5078.5237 Ha.